(1)
DFT (ωB97M-V/def2-TZVPD) results for C4H5N3O3 as an isolated structure.

Geometry as XYZ:
```
15
Properties=species:S:1:pos:R:3:lowdin_charge:R:1
O -2.04707 -0.79069 0.10615 0.019
C -1.05716 0.15121 0.35482 -0.240
C -0.33641 -0.21076 1.65644 -0.448
N 0.53597 0.48890 2.32076 0.113
C -0.09746 0.24675 -0.80392 -0.307
N 0.08748 -0.58585 -1.77855 0.175
C 1.04509 0.04968 -2.52374 -0.175
N 1.41581 1.19999 -2.04363 0.095
O 0.65670 1.33270 -0.90012 0.033
H -1.64194 -1.66972 0.11432 0.109
H -1.51649 1.13976 0.49925 0.168
H 1.49823 -0.36610 -3.42018 0.123
O 0.07831 -1.44854 1.70627 -0.016
H 0.34193 1.48584 2.30434 0.071
H 1.03701 -1.02319 2.40779 0.280
```

2S+1 = 1
Frontier orbital gap = 10.69 eV
Lowest unoccupied orbital energy = 0.176 eV
Charge = 0

---

(2)
DFT (ωB97M-V/def2-TZVPD) results for C18H19IN5NiOS3 as an isolated structure.

Geometry as XYZ:
```
48
Properties=species:S:1:pos:R:3:lowdin_charge:R:1
Ni 0.83351 -0.22951 -0.30615 0.452
C 2.33874 -0.23847 4.82576 -0.431
S 3.52988 0.26078 3.57382 0.898
C 2.66630 0.08846 2.07496 -1.034
S 1.00573 -0.44315 2.04462 0.667
N 3.41085 0.39680 1.04753 -0.074
N 2.76998 0.26196 -0.13814 -0.099
C 3.40559 0.47847 -1.22217 -0.026
C 2.65823 0.30987 -2.47606 -0.229
C 3.23815 0.50808 -3.71751 0.006
C 2.46803 0.31058 -4.85372 -0.028
C 1.14877 -0.08825 -4.71631 -0.029
C 0.64341 -0.26908 -3.43812 -0.104
N 1.37223 -0.06459 -2.34675 0.047
H 2.88953 -0.19378 5.76427 0.038
H 1.99478 -1.25552 4.65935 0.026
H 1.49504 0.44493 4.86918 0.028
H 4.45277 0.76400 -1.21580 0.140
H 4.27516 0.80768 -3.78677 0.125
H 2.89659 0.46093 -5.83552 0.121
H 0.51946 -0.26242 -5.57712 0.115
H -0.37577 -0.59833 -3.27580 0.119
C -1.94060 -3.80013 -0.65448 -0.214
S -0.82044 -2.78406 0.29526 0.980
O -0.10314 -1.96448 -0.78655 -0.590
C -1.98925 -1.65666 1.02704 -0.443
C -2.19466 -1.70850 2.39573 -0.100
C -3.07234 -0.80196 2.97639 -0.056
C -3.71057 0.14606 2.19092 -0.057
C -3.48259 0.19817 0.81864 -0.062
C -2.61925 -0.70922 0.22817 -0.090
H -2.51841 -3.16078 -1.31958 0.065
H -2.59170 -4.33052 0.03940 0.073
H -1.33623 -4.50802 -1.21893 0.064
H -1.66456 -2.43367 3.00140 0.117
H -3.24697 -0.83161 4.04336 0.116
H -4.39072 0.85241 2.64879 0.114
H -3.97939 0.94309 0.21024 0.115
H -2.42598 -0.67324 -0.83728 0.111
I -2.20701 5.03337 -1.57797 0.907
C -1.23675 3.48934 -0.62413 -0.772
C -1.11016 3.29076 0.73413 -0.123
N -0.39966 2.16619 0.89507 0.007
N -0.05322 1.62171 -0.27704 -0.038
C -0.55580 2.41873 -1.21392 -0.170
H -1.46603 3.86691 1.57148 0.130
H -0.11411 1.67963 1.74064 0.080
H -0.40741 2.20703 -2.26034 0.107
```

2S+1 = 3
Frontier orbital gap (alpha / beta) = 7.42 / 7.39 eV
Lowest unoccupied orbital energy (alpha / beta) = -3.394 / -3.421 eV
Charge = +1

---

(3)
DFT (ωB97M-V/def2-TZVPD) results for a 7-piece molecular cluster, C30H35N5O6 overall.

Geometry as XYZ:
```
76
Properties=species:S:1:pos:R:3:lowdin_charge:R:1
O -1.32845 -4.35397 -7.97864 0.050
C -0.96560 -3.30002 -7.30109 -0.514
O -1.57107 -2.15415 -7.29498 0.085
C -0.80761 -1.21583 -6.61683 -0.141
C -0.23062 -2.07958 -5.56055 -0.107
O -0.02337 -3.25719 -6.35597 0.062
H -0.17979 -0.67141 -7.32221 0.149
H -1.49804 -0.59342 -6.04760 0.138
H -0.82893 -2.24019 -4.66370 0.142
H 0.78791 -1.81358 -5.27778 0.137
O -3.07042 -3.85085 2.19714 0.135
C -2.59403 -4.97003 2.27833 -0.604
O -1.65597 -5.29268 3.15397 0.062
C -1.08321 -6.52134 2.97748 -0.124
C -2.24907 -7.15372 2.13385 -0.098
O -2.84775 -6.01174 1.55528 0.101
H -0.25264 -6.43149 2.27735 0.130
H -0.81115 -7.06548 3.88190 0.137
H -2.97350 -7.64704 2.78187 0.129
H -1.83275 -7.91485 1.47395 0.130
C 5.43027 -5.27493 2.91197 -0.100
C 5.49012 -6.65489 2.74331 -0.094
C 6.72456 -7.26838 2.54410 -0.149
N 7.92853 -6.59107 2.54071 0.025
C 7.93783 -5.19484 2.65632 -0.076
C 6.60893 -4.55365 2.78636 -0.067
H 4.46464 -4.81928 3.07432 0.102
H 4.61552 -7.28820 2.76298 0.094
H 6.79017 -8.34558 2.58578 0.093
H 8.86139 -4.72248 2.35578 0.088
H 6.57676 -3.47614 2.85216 0.084
C -7.36812 2.46399 -1.81101 -0.078
C -6.52602 1.46463 -1.27962 -0.062
C -7.14901 0.57997 -0.36593 -0.141
N -8.41457 0.81048 0.03894 0.039
C -9.22658 1.77696 -0.53491 -0.144
C -8.75750 2.62684 -1.50008 -0.082
H -7.06657 3.14659 -2.59173 0.089
H -5.47955 1.44318 -1.54576 0.089
H -6.72537 -0.27735 0.13601 0.099
H -10.23821 1.96844 -0.20880 0.096
H -9.43219 3.27437 -2.04035 0.097
C 0.20439 0.93533 -0.76678 -0.078
C 1.45772 0.34684 -0.91218 -0.108
C 2.00359 -0.42025 0.08312 -0.136
N 1.29870 -0.74794 1.23881 0.050
C 0.04485 -0.24868 1.34823 -0.143
C -0.53301 0.58022 0.37243 -0.070
H -0.23034 1.50192 -1.57696 0.099
H 1.96439 0.54498 -1.84514 0.096
H 2.87070 -1.02153 -0.14700 0.096
H -0.40529 -0.43056 2.31295 0.100
H -1.58977 0.79939 0.41263 0.094
C 6.25422 2.23157 4.23095 -0.078
C 5.51448 2.60673 3.12802 -0.114
C 6.06974 3.32970 2.11006 -0.104
N 7.42981 3.62526 2.28445 0.046
C 8.14782 3.25846 3.37371 -0.176
C 7.58110 2.66499 4.44918 -0.072
H 5.66379 1.76878 5.00788 0.099
H 4.46149 2.37536 3.06413 0.098
H 5.58207 3.49325 1.16041 0.099
H 9.20114 3.49463 3.40760 0.100
H 8.09389 2.27374 5.31543 0.101
C -2.77004 7.19659 -2.32890 -0.130
C -4.02064 7.68950 -1.63020 -0.261
C -3.79133 8.49291 -0.31088 -0.157
C -2.87286 9.64824 -0.55172 -0.245
N -2.24373 10.55000 -0.80566 0.142
H -1.96004 7.92071 -2.41638 0.070
H -2.98074 6.75991 -3.30513 0.074
H -2.31315 6.42604 -1.70793 0.069
H -4.59699 6.80751 -1.35086 0.104
H -4.48364 8.24721 -2.44425 0.108
H -3.31808 7.84913 0.43053 0.114
H -4.76349 8.89997 -0.03285 0.112
```

2S+1 = 1
SMILES = O=C1OCCO1.O=C1OCCO1.c1ccncc1.c1ccncc1.c1ccncc1.c1ccncc1.CCCC#N
Frontier orbital gap = 9.39 eV
Lowest unoccupied orbital energy = -0.126 eV
Charge = 0

---

(4)
DFT (ωB97M-V/def2-TZVPD) results for C6H9NO in the gas phase.

Geometry as XYZ:
```
17
Properties=species:S:1:pos:R:3:lowdin_charge:R:1
C 3.15659 0.20470 -0.43032 -0.111
C 0.50069 -0.37479 -0.13331 -0.400
C 1.84897 0.71535 0.15387 -0.098
C -1.35568 0.97977 -0.64261 -0.065
C -1.63599 -1.24750 0.70346 -0.046
C -0.78065 0.01672 0.43078 -0.369
N 3.05546 0.01610 0.79201 0.118
O 0.78158 -1.35489 -0.77592 0.142
H 3.60842 0.01739 -1.44908 0.136
H 1.67738 1.72554 0.50790 0.110
H -0.73827 1.90970 -0.64501 0.082
H -1.46369 0.33591 -1.57627 0.112
H -2.36578 1.40170 -0.54599 0.065
H -1.35596 -1.76255 1.57342 0.070
H -1.68798 -1.99149 -0.04555 0.068
H -2.64424 -0.99267 0.66288 0.057
H -0.60086 0.40102 1.41975 0.128
```

2S+1 = 3
Frontier orbital gap (alpha / beta) = 6.42 / 7.51 eV
Lowest unoccupied orbital energy (alpha / beta) = 1.012 / -2.418 eV
Charge = 0

---

(5)
DFT (ωB97M-V/def2-TZVPD) results for C4H10AlO4S2 as an isolated structure.

Geometry as XYZ:
```
21
Properties=species:S:1:pos:R:3:lowdin_charge:R:1
C 3.89769 0.01123 -0.79640 0.086
C 2.85148 0.10710 0.45964 -0.147
C 1.61126 -0.08833 -0.26743 0.031
C 0.24622 -0.07768 0.94523 0.034
O -0.40461 1.03014 0.72512 0.035
O -1.39703 0.98845 -0.15838 -0.159
S -3.28572 1.04637 0.48843 1.097
O -3.94086 1.71808 -0.56879 -0.284
O -3.59432 -0.47615 0.37812 -0.744
S -4.85854 -1.09376 -0.61379 0.781
H 3.50953 0.34062 -1.75585 0.104
H 4.71268 0.65553 -0.46127 0.133
H 4.17885 -1.03445 -0.86232 0.113
H 3.00448 1.05538 0.96797 0.147
H 3.05563 -0.68336 1.17412 0.142
H 1.39208 0.65746 -1.02932 0.144
H 1.51476 -1.07715 -0.72193 0.158
H 0.67119 -0.07432 1.94525 0.176
H -0.31238 -0.98727 0.71454 0.175
H -5.01647 -2.16062 0.18259 -0.050
Al -7.83590 0.14273 -0.74554 1.028
```

2S+1 = 1
Frontier orbital gap = 4.80 eV
Lowest unoccupied orbital energy = -15.397 eV
Charge = +3

---

(6)
DFT (ωB97M-V/def2-TZVPD) results for C7H8N2S in the gas phase.

Geometry as XYZ:
```
18
Properties=species:S:1:pos:R:3:lowdin_charge:R:1
C -0.57544 1.37396 0.28340 -0.238
C -1.06018 0.23139 0.65230 0.104
C 1.26415 -0.49812 -0.03464 -0.341
C 2.92429 1.05453 -0.08563 -0.181
C 3.75685 -0.00849 -0.17396 -0.359
C -2.90136 -0.87986 -0.53111 -0.147
C -1.99524 -0.96528 0.63081 -0.263
N 0.69665 1.72105 -0.02174 0.006
N 1.62095 0.73904 0.00945 -0.305
S 2.73433 -1.43289 -0.14965 0.926
H -1.21648 2.21031 0.26674 0.117
H 3.10260 2.07962 -0.11347 0.102
H 4.84227 -0.26353 -0.06118 0.081
H -2.43080 -0.33626 -1.33460 0.057
H -3.98278 -0.31977 -0.37320 0.133
H -3.10832 -1.91299 -0.98364 0.090
H -1.18341 -1.75606 0.47256 0.137
H -2.48807 -1.03664 1.54757 0.080
```

2S+1 = 1
Frontier orbital gap (alpha / beta) = 7.02 / 7.02 eV
Lowest unoccupied orbital energy (alpha / beta) = -0.428 / -0.428 eV
Charge = 0

---

Values of total energy, in order: -545.30342, -4046.71596, -1889.20205, -363.74195, -1496.69552, -778.98837, all in hartree.